6 unconnected molecules or ions with the total composition C46H56ClF26N2O12S, computed with ωB97M-V/def2-TZVPD.

Computed properties:
Energy above the lowest of the compared OMol25 structures with the same formula, charge and spin, eV: 0.000
Charge: +1

The geometry in XYZ format:
```
144
Properties=species:S:1:pos:R:3:forces:R:3
C 4.67234 -4.11194 -3.93747 -0.2 0.1 -0.4
C 4.59754 -2.58404 -3.83283 0.4 -0.6 0.5
C 4.52681 -2.01878 -2.39592 -0.2 0.7 -0.5
Cl 5.98638 -2.52097 -1.52131 -0.1 0.0 0.1
C 3.19467 -2.34136 -1.68436 1.3 -1.9 -0.2
N 2.15976 -1.27476 -1.83540 0.4 0.2 0.5
C 2.09159 -0.38859 -3.03157 -0.4 0.5 -0.6
C 2.47485 1.08303 -2.76977 -0.4 -0.1 0.3
C 1.34220 2.13968 -2.69596 0.5 0.3 0.1
F 1.86380 3.26360 -3.25896 0.0 -0.1 -0.1
F 0.28024 1.76898 -3.42794 -0.1 -0.4 0.2
C 0.90996 2.62264 -1.25215 0.1 -0.3 -0.4
F 1.95419 3.30529 -0.75803 -0.2 -0.1 0.0
F 0.74365 1.54165 -0.42927 -0.3 0.0 -0.3
C -0.36073 3.57724 -1.28044 0.1 0.2 0.4
F -0.48919 4.00956 -2.54378 -0.2 0.1 0.0
F -0.09550 4.64659 -0.51231 0.0 0.0 0.0
C -1.77662 3.03600 -0.85497 0.3 -0.1 -0.1
F -2.65800 3.95362 -1.26890 0.2 0.0 -0.1
F -2.00015 1.91166 -1.55849 0.0 -0.3 0.3
C -2.02337 2.84332 0.70736 -0.2 0.3 0.2
F -2.96725 3.73806 1.04992 0.1 0.1 0.0
F -0.91227 3.12604 1.42040 0.3 -0.2 -0.3
C -2.56963 1.48936 1.21046 -0.2 -0.3 -0.1
F -3.77649 1.30464 0.66486 -0.1 0.2 0.0
F -1.80050 0.45083 0.81880 0.4 0.1 0.0
C -2.70435 1.42647 2.78820 -0.4 -0.5 0.0
F -2.67363 2.63184 3.36430 0.1 0.1 -0.2
F -3.89704 0.86764 3.05983 0.0 0.1 0.0
C -1.65938 0.53300 3.51270 0.0 0.3 0.6
F -1.77034 0.79187 4.81655 0.1 -0.1 0.0
F -0.41021 0.82295 3.14106 -0.1 -0.2 -0.2
F -1.92058 -0.75554 3.33227 0.3 0.0 -0.3
C 0.90520 -1.96249 -1.37633 -0.6 0.2 -0.5
C 0.28091 -2.91034 -2.40134 1.0 -0.3 0.0
S -1.04812 -2.15097 -3.32102 -1.2 0.9 -1.3
O -0.54202 -1.63121 -4.56373 0.5 -0.4 0.2
O -1.79881 -1.23783 -2.50671 0.3 -0.3 0.7
C 1.44166 -2.52417 -0.06539 -0.3 0.8 0.1
C 3.03409 -2.80766 -0.20503 -2.7 0.5 0.7
C 3.12432 -4.33314 0.07826 1.0 -0.3 0.0
C 4.20316 -5.14166 -0.61686 0.0 -0.1 -0.1
N 5.27543 -5.59115 -0.12579 -0.3 0.1 0.1
C 3.56996 -1.92557 0.95460 1.2 -0.7 -0.3
C 4.98877 -2.23636 1.46641 0.0 0.0 -0.3
C 5.10402 -2.03150 2.96878 -0.3 0.5 -0.7
F 4.31097 -0.97860 3.31946 0.1 -0.1 0.1
F 4.60212 -3.12101 3.60989 0.1 0.0 0.1
C 6.54241 -1.71438 3.49887 -0.3 -0.1 0.8
F 7.33043 -1.21580 2.52929 -0.1 -0.1 -0.2
F 6.42973 -0.76677 4.45104 0.0 -0.1 -0.1
C 7.29261 -2.89696 4.18844 0.7 0.2 -0.1
F 6.65097 -3.29219 5.28981 -0.2 0.0 -0.2
F 8.47571 -2.37956 4.58228 -0.1 0.0 -0.1
C 7.61086 -4.13588 3.26472 0.5 -0.2 0.8
F 6.93741 -5.19804 3.69642 -0.2 0.1 -0.4
F 7.30356 -3.88922 1.98604 -0.2 -0.1 0.0
F 8.90689 -4.42443 3.32084 -0.2 0.1 -0.1
H 5.31423 -4.57044 -3.19004 0.0 0.1 0.1
H 3.67558 -4.55962 -3.93374 0.1 -0.1 0.2
H 5.08999 -4.36221 -4.91275 0.0 0.0 0.0
H 5.51614 -2.17512 -4.25343 -0.1 0.2 -0.1
H 3.74326 -2.25344 -4.42637 0.1 0.2 0.0
H 4.61514 -0.93418 -2.50922 0.1 0.0 0.3
H 2.82908 -3.22293 -2.22147 -0.2 0.3 -0.2
H 2.35118 -0.66276 -1.03526 0.0 0.2 -0.1
H 1.08096 -0.48191 -3.42820 0.0 0.2 -0.1
H 2.74544 -0.74766 -3.81788 0.0 -0.3 0.2
H 3.09792 1.21917 -1.88293 0.1 -0.1 0.0
H 3.08415 1.39850 -3.61567 -0.1 0.1 0.0
H 0.20365 -1.13565 -1.27439 -0.3 -0.1 0.6
H -0.08360 -3.81381 -1.91144 -0.2 0.1 0.0
H 1.01481 -3.22630 -3.14860 -0.2 -0.1 -0.1
H -1.87619 -3.18095 -3.63478 0.3 -0.2 0.2
H 1.24792 -1.69109 0.60461 0.4 0.1 0.4
H 0.86038 -3.32215 0.38136 0.1 -0.4 -0.3
H 3.26572 -4.46367 1.15560 -0.1 0.1 0.0
H 2.18466 -4.83328 -0.15905 -0.1 0.2 -0.1
H 3.98920 -5.41992 -1.65052 0.0 0.1 0.0
H 5.35884 -5.31547 0.85679 0.1 -0.1 0.0
H 2.89032 -2.09081 1.78653 -0.1 0.2 0.0
H 3.54463 -0.87174 0.65702 -0.3 0.1 0.2
H 5.71000 -1.62940 0.92941 0.1 0.0 0.2
H 5.25176 -3.26828 1.25510 0.0 0.0 0.0
O -5.50744 8.36104 4.60853 -0.1 -0.1 0.0
C -4.66332 7.61094 4.22617 0.1 0.2 0.2
O -4.83637 6.26218 4.20104 0.0 0.0 0.0
C -3.62321 5.61318 3.79691 0.1 0.0 -0.1
C -2.83602 6.67059 3.03251 0.1 0.1 0.0
C -3.26674 7.95390 3.73964 0.0 -0.3 -0.3
H -3.09834 5.27198 4.69318 0.0 0.0 0.0
H -3.87250 4.75185 3.18495 -0.2 0.0 0.1
H -1.76160 6.49437 3.04046 0.0 0.0 0.1
H -3.16568 6.69589 1.99243 0.0 0.0 0.0
H -2.64373 8.17469 4.60746 0.0 0.1 0.0
H -3.29466 8.81393 3.07728 0.0 0.1 0.2
O -5.96197 -2.47901 8.82215 0.0 -0.1 -0.1
C -5.35982 -1.69218 8.15859 0.0 0.1 0.3
O -4.53622 -2.07726 7.13994 0.0 0.0 0.0
C -3.86969 -0.93462 6.59181 0.1 0.1 -0.1
C -4.74233 0.25886 6.95802 0.0 0.1 0.1
C -5.33318 -0.18235 8.29392 0.1 -0.1 -0.5
H -2.87176 -0.86956 7.03390 0.0 0.0 0.0
H -3.77036 -1.06793 5.51544 0.0 -0.2 0.0
H -4.19110 1.19681 7.00447 0.0 0.0 0.0
H -5.53954 0.37324 6.22070 0.0 0.0 0.0
H -4.69177 0.08523 9.13404 -0.1 0.0 0.1
H -6.33186 0.20715 8.45569 0.0 -0.1 0.3
O 1.09385 -4.29752 -6.71713 -0.1 -0.1 0.3
C 0.26855 -3.94702 -7.51851 0.4 0.3 -0.2
O -0.77074 -4.72092 -7.88546 0.0 0.0 0.1
C -1.52192 -4.07029 -8.93439 -0.1 0.1 -0.1
C -1.18953 -2.59269 -8.80610 -0.2 0.0 0.1
C 0.23904 -2.63672 -8.28151 -0.5 0.0 0.0
H -1.19993 -4.48638 -9.89074 0.0 0.0 0.0
H -2.57850 -4.28653 -8.79677 0.0 -0.1 0.1
H -1.30239 -2.04358 -9.73553 0.0 -0.2 0.2
H -1.84038 -2.13372 -8.05710 0.0 0.0 0.0
H 0.96783 -2.68587 -9.09199 0.0 0.1 0.0
H 0.46710 -1.80350 -7.62223 0.2 0.0 0.0
O -0.09489 -1.04167 -11.00256 0.3 0.3 -0.2
C -0.02722 0.14606 -11.15129 -0.2 -0.1 -0.2
O 0.04335 1.00131 -10.10728 0.1 0.0 0.0
C 0.00360 2.36317 -10.57863 0.0 0.2 -0.1
C 0.46185 2.29521 -12.02905 0.0 0.0 -0.1
C -0.04563 0.91861 -12.45379 0.3 0.3 0.1
H -1.02016 2.72942 -10.48192 0.0 0.0 0.0
H 0.65434 2.96989 -9.95408 0.0 -0.1 0.1
H 0.08603 3.11650 -12.63485 -0.1 0.0 0.0
H 1.55145 2.31495 -12.07438 0.0 0.0 0.0
H -1.07285 0.95306 -12.82015 0.0 -0.1 0.0
H 0.59228 0.43954 -13.19071 -0.2 -0.1 0.0
O -5.05801 1.60099 11.15418 0.0 -0.1 -0.1
C -5.83832 2.42811 10.78561 0.2 0.1 0.2
O -6.13579 2.61053 9.47333 -0.1 0.1 0.0
C -7.01436 3.74128 9.31609 -0.1 0.1 0.0
C -7.68891 3.91136 10.67119 0.0 0.0 0.1
C -6.60025 3.43024 11.62862 -0.4 0.0 -0.3
H -6.41299 4.60908 9.03775 0.0 0.0 0.0
H -7.71967 3.53047 8.51586 0.1 -0.1 -0.1
H -8.02766 4.92863 10.85431 0.0 0.0 0.0
H -8.55443 3.25106 10.73853 0.0 0.0 0.0
H -5.91734 4.23273 11.91137 0.0 0.0 0.1
H -6.99837 2.95370 12.51955 0.2 0.0 0.1
```
Forces are in eV/Å.

---

3 unconnected molecules or ions with the total composition C25H56BN2O2, computed with ωB97M-V/def2-TZVPD.

Computed properties:
Charge: -1

The geometry in XYZ format:
```
86
Properties=species:S:1:pos:R:3:forces:R:3
C 0.09584 -2.99202 -0.38355 -0.5 -0.2 -0.1
C -1.09467 -3.52264 -0.07429 0.5 0.1 -0.3
C -2.38754 -3.30973 -0.79511 -1.9 -0.8 0.5
O -3.43254 -3.48266 -0.17281 2.0 0.1 -1.3
O -2.40426 -2.95179 -2.10959 0.1 0.1 0.4
C -1.72148 -1.72886 -2.48679 0.0 0.0 0.2
C -2.59441 -0.77934 -3.28554 0.3 0.2 -0.2
C -2.14951 0.66738 -3.02276 0.4 -0.2 -0.6
C -3.08940 1.72393 -3.58399 -0.5 -0.1 0.1
C -4.34510 2.12682 -2.75429 0.5 0.2 0.1
C -4.52952 1.52268 -1.35407 -0.6 -0.4 -0.1
B -5.60382 0.27205 -1.24681 -0.1 0.1 0.4
C -7.09589 0.70134 -1.83113 0.9 -0.5 0.1
C -8.28013 -0.05538 -1.20396 -0.4 0.9 -0.8
C -9.00158 -0.98517 -2.18546 0.3 -0.6 0.7
C -8.37116 -2.38101 -2.25235 -0.2 0.2 -0.4
H 0.38135 -2.78184 -1.40217 -0.3 0.8 0.0
H 0.79499 -2.71146 0.39219 0.5 -0.9 0.0
H -1.18569 -4.12570 0.81678 -0.4 0.7 0.6
H -0.82339 -1.99614 -3.04330 0.1 -0.1 -0.2
H -1.38257 -1.22492 -1.58618 -0.1 0.0 0.2
H -3.65439 -0.92426 -3.10396 -0.1 0.0 0.4
H -2.40421 -0.94744 -4.34652 -0.3 -0.2 -0.2
H -1.20721 0.77587 -3.57319 0.2 0.1 0.1
H -1.88153 0.82221 -1.98202 -0.3 0.1 0.2
H -2.52392 2.62698 -3.81095 0.2 0.1 0.1
H -3.42402 1.35471 -4.55562 0.0 0.0 -0.2
H -4.30324 3.21395 -2.64960 0.0 0.2 -0.1
H -5.22545 1.94727 -3.36782 -0.2 -0.2 0.0
H -4.94900 2.31226 -0.72299 0.0 0.1 0.1
H -3.59270 1.23268 -0.87340 0.2 0.1 -0.1
H -5.19707 -0.76074 -1.78043 0.0 0.0 -0.2
H -5.72774 0.00233 -0.04279 0.0 0.0 0.1
H -7.20142 1.78611 -1.72689 -0.2 0.1 0.1
H -7.08881 0.50797 -2.90960 -0.2 0.1 -0.2
H -9.02479 0.68646 -0.89846 -0.1 0.0 0.2
H -7.97725 -0.58684 -0.30466 0.1 -0.2 0.1
H -10.04320 -1.08490 -1.87440 -0.2 0.0 -0.1
H -8.97483 -0.56566 -3.18741 -0.2 0.3 -0.1
H -7.52013 -2.37556 -2.92783 0.3 0.0 0.1
H -9.08733 -3.09973 -2.65331 0.0 -0.2 0.0
H -8.03424 -2.72082 -1.27895 0.0 -0.1 0.2
C 4.68366 -3.91244 0.19002 0.0 0.0 0.0
C 4.69745 -2.85956 -0.90778 0.1 -0.1 0.1
N 4.17929 -1.57369 -0.48138 -0.1 0.1 -0.1
C 3.97137 -0.64929 -1.58376 -0.2 0.0 -0.2
C 5.19605 -0.16572 -2.37153 0.0 0.1 0.0
C 4.79487 -1.00647 0.70400 0.1 0.0 0.3
C 6.30653 -0.73542 0.67581 0.0 0.1 0.1
H 3.67517 -4.05860 0.57866 0.0 0.0 0.0
H 5.03368 -4.86377 -0.21296 0.0 0.0 0.0
H 5.34189 -3.65211 1.01977 0.0 0.0 0.0
H 4.06453 -3.21748 -1.72419 0.0 0.1 -0.1
H 5.71945 -2.78902 -1.31479 0.0 0.0 0.0
H 3.42786 0.22028 -1.20507 0.0 0.0 0.1
H 3.28475 -1.13194 -2.28603 0.0 -0.1 0.0
H 5.76219 0.58755 -1.82543 0.1 0.0 0.0
H 4.86792 0.29915 -3.30337 0.0 0.0 0.0
H 5.86960 -0.98206 -2.63394 0.0 0.0 0.0
H 4.58441 -1.66921 1.54691 0.0 -0.1 -0.1
H 4.27094 -0.07888 0.95094 0.0 0.0 -0.1
H 6.86262 -1.54966 0.20913 0.0 0.0 0.0
H 6.67939 -0.62873 1.69712 0.0 0.0 0.0
H 6.54737 0.18878 0.15244 0.0 0.0 -0.1
C 2.28762 0.47947 4.30371 0.0 0.0 0.0
C 2.47025 1.90523 4.80136 -0.1 -0.1 -0.1
N 3.86291 2.29586 4.94653 0.0 0.0 0.1
C 4.03093 3.56160 5.63797 0.0 0.1 0.2
C 3.49051 4.83419 4.97258 0.1 0.1 0.0
C 4.68804 2.10671 3.76757 0.1 -0.2 -0.2
C 4.28328 2.83298 2.47695 0.1 0.0 -0.1
H 2.77643 -0.23314 4.96968 0.1 0.0 0.0
H 1.22487 0.23921 4.26895 0.0 0.0 0.0
H 2.68104 0.33982 3.29596 0.0 0.0 0.0
H 2.00045 1.98192 5.78545 0.1 0.1 0.0
H 1.91069 2.58182 4.13748 0.0 0.0 0.0
H 5.09519 3.69824 5.85113 0.0 0.0 -0.1
H 3.55275 3.46140 6.61749 -0.1 -0.1 0.0
H 4.13100 5.17371 4.15985 0.0 0.0 -0.1
H 3.45500 5.64230 5.70646 0.0 0.0 0.0
H 2.48069 4.70199 4.58484 0.0 0.0 0.0
H 4.72970 1.03535 3.55477 -0.1 0.0 0.0
H 5.71737 2.37392 4.02187 0.0 0.1 0.1
H 3.20757 2.79706 2.30152 0.0 0.0 0.0
H 4.76897 2.35451 1.62279 0.0 0.0 0.0
H 4.59677 3.87579 2.47653 -0.1 0.0 0.0
```
Forces are in eV/Å.

---

Energy for every record listed, in sequence, given in Eh: -6253.4884 -1270.8960.
HOMO-LUMO gap for every record listed, in sequence, given in hartree: 0.312 0.237.